DFT (ωB97M-V/def2-TZVPD) results for C12H9ClLiN2O4 as an isolated structure.

Geometry as XYZ:
```
29
Properties=species:S:1:pos:R:3:lowdin_charge:R:1
Li 0.28292 -0.65385 -0.68347 0.69
Cl -0.40786 -2.11909 7.42464 0.61
C -0.28027 -1.81519 5.70684 -0.68
C -0.96293 -0.74275 5.15753 -0.11
C -0.85688 -0.50916 3.79450 -0.02
C -0.08144 -1.33548 2.99164 -0.13
C 0.59390 -2.40388 3.56573 -0.02
C 0.50043 -2.65193 4.92768 -0.11
C 0.02155 -1.07350 1.50309 -0.67
O -0.58693 -0.08288 1.03322 -0.07
O 0.71623 -1.86359 0.81548 -0.09
H -1.56548 -0.10442 5.78950 0.10
H -1.37392 0.31868 3.32784 0.12
H 1.19392 -3.03713 2.92604 0.12
H 1.02421 -3.48159 5.38295 0.10
C -1.64252 1.97767 -4.71040 -0.05
N -0.41038 1.62767 -4.03842 -0.08
C 0.79660 2.13680 -4.42105 -0.10
C 1.93343 1.79984 -3.79886 -0.02
C 1.87816 0.86515 -2.66840 -0.55
O 2.89784 0.52634 -2.06829 -0.02
N 0.64246 0.39706 -2.30406 0.08
C -0.48810 0.72283 -2.95805 -0.56
O -1.59987 0.27070 -2.67749 0.00
H -1.41050 2.64419 -5.54068 0.08
H -2.33084 2.47381 -4.02554 0.09
H -2.14152 1.08474 -5.08582 0.09
H 0.77283 2.82466 -5.25835 0.11
H 2.88496 2.20432 -4.10778 0.09
```

Computed properties:
- F_max (hartree/bohr) = 0.0034
- E_LUMO (eV) = 2.70
- total charge = -1
- gap between HOMO and LUMO (eV) = 8.1
- E_tot (Eh) = -1341.1228